Record 1
{"formula": "C4H4ClF", "method": "wB97M-V/def2-TZVPD", "homo_ev": -10.06, "gap_ev": 10.78, "molar_mass_g_mol": 106.53, "e_tot_ha": -714.75947, "total_charge": 0, "largest_force_ev_per_a": 6.2, "smiles": "CC#C[C@@H](F)Cl", "elements": ["C", "C", "C", "C", "F", "Cl", "H", "H", "H", "H"], "xyz": [[-1.73, -2.74, 0.84], [-0.78, -1.66, 0.44], [-0.09, -0.59, 0.43], [0.49, 0.78, 0.30], [1.82, 0.84, 0.82], [0.14, 1.47, -1.35], [-1.37, -3.46, 0.10], [-1.71, -2.99, 1.97], [-2.89, -2.40, 0.60], [-0.11, 1.47, 0.94]]}


Record 2
{"formula": "C4H4ClF", "method": "wB97M-V/def2-TZVPD", "homo_ev": -9.61, "gap_ev": 9.91, "molar_mass_g_mol": 106.53, "e_tot_ha": -714.72180, "total_charge": 0, "largest_force_ev_per_a": 11.5, "smiles": "CC#C[C@@H](F)Cl", "elements": ["C", "C", "C", "C", "F", "Cl", "H", "H", "H", "H"], "xyz": [[1.96, -0.37, -0.23], [0.55, -0.01, -0.06], [-0.60, 0.63, 0.19], [-2.06, 0.44, 0.25], [-2.40, 1.46, -0.47], [-2.57, -1.20, -0.18], [2.06, -1.16, -1.02], [2.81, 0.52, -0.43], [2.40, -0.92, 0.65], [-2.15, 0.61, 1.29]]}


Record 3
{"formula": "C4H4ClF3", "method": "wB97M-V/def2-TZVPD", "homo_ev": -10.70, "gap_ev": 11.52, "molar_mass_g_mol": 144.52, "e_tot_ha": -914.55542, "total_charge": 0, "largest_force_ev_per_a": 4.3, "smiles": "C=C[C@H](F)C(F)(F)Cl", "elements": ["C", "C", "C", "F", "C", "F", "F", "Cl", "H", "H", "H", "H"], "xyz": [[2.09, -0.48, -0.10], [0.82, -0.33, 0.20], [-0.27, 0.64, -0.44], [-0.05, 1.81, 0.17], [-1.67, 0.14, 0.08], [-1.87, 0.42, 1.39], [-2.71, 0.73, -0.63], [-1.88, -1.64, 0.05], [2.65, -1.18, 0.62], [2.67, -0.15, -0.93], [0.43, -0.63, 1.09], [-0.22, 0.67, -1.50]]}